No. 1
Below is a cluster of 11 separate species, C11H44N22O11 in total at a distorted geometry, with properties calculated with ωB97M-V/def2-TZVPD.

```
88
Properties=species:S:1:pos:R:3
O -1.753 -26.111 -32.405
O 6.255 -26.537 -30.566
O -2.291 -22.861 -39.644
O -1.796 -18.646 -37.743
O 2.674 -26.520 -31.569
O 1.756 -22.710 -34.441
O -0.106 -21.878 -37.220
O 6.050 -23.414 -34.083
O -3.175 -22.977 -33.846
O -1.843 -27.628 -29.009
O 4.022 -27.832 -36.597
N -2.166 -25.392 -29.198
N -2.769 -26.483 -27.295
N -2.188 -17.615 -35.779
N 1.332 -27.659 -30.140
N 3.945 -26.084 -35.169
N -1.390 -19.782 -35.873
N 0.805 -24.038 -32.857
N -0.494 -22.717 -34.222
N -2.682 -22.883 -37.410
N -4.653 -21.887 -32.510
N 3.719 -28.169 -34.338
N 6.770 -22.688 -36.140
N 1.031 -22.262 -39.110
N 5.022 -25.463 -32.135
N 4.805 -21.956 -35.133
N 7.219 -25.121 -32.118
N -3.460 -26.866 -33.718
N -3.842 -23.863 -31.818
N 3.606 -27.852 -29.968
N -2.146 -28.345 -32.600
N -4.129 -23.907 -38.788
N 1.924 -22.928 -37.122
C -2.262 -26.570 -28.544
C 6.183 -25.828 -31.582
C 2.562 -27.282 -30.588
C -3.750 -22.896 -32.758
C 0.890 -22.388 -37.769
C 5.937 -22.679 -35.087
C 0.731 -23.100 -33.862
C -3.006 -23.165 -38.685
C -2.421 -27.033 -32.868
C 3.986 -27.409 -35.443
C -1.795 -18.657 -36.503
H -0.541 -22.303 -35.142
H 4.302 -21.807 -35.994
H -2.808 -27.247 -26.645
H -3.615 -25.981 -34.172
H 8.100 -25.338 -31.682
H -4.167 -27.555 -33.899
H 0.250 -21.964 -39.672
H -2.256 -17.746 -34.782
H 7.662 -23.138 -36.053
H -2.731 -24.593 -28.971
H -1.773 -22.420 -37.370
H -0.012 -24.428 -32.425
H -2.881 -28.950 -32.924
H -4.447 -24.084 -39.727
H 0.535 -27.264 -30.609
H 5.099 -24.664 -32.750
H -4.975 -21.319 -33.278
H 3.850 -25.427 -35.918
H -5.319 -21.848 -31.760
H 1.914 -22.568 -39.472
H -2.514 -16.732 -36.119
H -1.502 -19.912 -34.881
H -1.082 -20.580 -36.420
H 3.708 -29.164 -34.465
H 1.708 -24.437 -32.672
H 3.558 -28.294 -29.070
H 4.414 -27.296 -30.267
H -4.523 -23.563 -31.153
H -1.354 -22.989 -33.754
H 4.237 -21.928 -34.304
H 4.073 -25.752 -31.871
H -1.706 -28.472 -31.699
H -3.107 -23.265 -36.588
H -1.774 -25.373 -30.127
H 1.299 -28.023 -29.206
H -3.251 -25.659 -26.983
H 2.627 -23.341 -37.706
H -3.274 -24.697 -31.850
H 7.184 -24.495 -32.904
H 6.462 -22.264 -36.997
H -4.768 -24.003 -38.023
H 3.724 -27.713 -33.441
H 3.806 -25.810 -34.214
H 1.888 -23.041 -36.095
```

Properties
Frontier orbital gap (eV): 8.5
HOMO energy (eV): -8.8
ΔE to the lowest compared entry with this formula, charge and spin (kJ/mol): 130.5
Energy (hartree): -2478.27660

No. 2
Below is a cluster of 11 separate species, C11H44N22O11 in total at a distorted geometry, with properties calculated with ωB97M-V/def2-TZVPD.

```
88
Properties=species:S:1:pos:R:3
O -0.756 0.248 -1.913
O 0.927 -0.084 3.587
O -1.192 3.719 0.919
O -0.331 5.126 -2.873
O 2.138 -3.264 -3.078
O -0.751 -4.511 3.311
O -4.844 0.631 -1.277
O -3.567 -0.638 2.520
O 3.802 0.818 -0.477
O 1.332 -3.667 0.444
O 6.088 0.364 -3.304
N 4.922 -0.590 -5.051
N 0.035 -1.565 -0.744
N -5.182 2.857 -1.537
N -1.399 -0.132 0.226
N 2.308 -5.376 -0.590
N -3.144 1.960 -2.035
N 0.315 2.981 -2.519
N 4.023 -0.508 -2.986
N 4.275 -3.564 -2.416
N 3.480 -4.947 -3.958
N -1.927 5.764 1.619
N 1.152 -5.727 1.431
N -4.707 0.630 4.040
N 2.599 -0.169 1.206
N -1.156 3.402 -4.151
N -1.543 -3.284 1.519
N -3.377 4.362 0.632
N -2.459 -3.070 3.561
N 0.213 2.064 3.338
N -3.160 1.557 2.643
N 1.513 1.484 5.106
N 2.565 2.081 0.939
C -0.395 3.935 -3.164
C -1.563 -3.728 2.820
C -3.841 0.452 3.036
C 1.536 -4.876 0.441
C -2.088 4.528 1.037
C 3.192 -3.891 -3.157
C 0.810 1.038 4.065
C 2.974 0.903 0.422
C -4.412 1.733 -1.614
C -0.739 -0.475 -0.900
C 5.124 -0.242 -3.745
H 2.110 2.007 1.829
H -2.000 0.673 0.173
H 2.773 -4.651 -1.107
H -3.562 2.406 2.994
H -2.371 1.462 2.036
H 2.402 -6.375 -0.621
H -4.752 1.503 4.529
H -2.634 -3.265 4.528
H -2.970 2.881 -2.397
H 3.116 -0.658 -3.382
H 3.019 -1.068 1.041
H -1.048 2.467 -4.497
H 2.926 2.909 0.502
H 4.046 -1.070 -5.141
H 2.057 0.831 5.647
H 2.730 -5.399 -4.451
H -5.314 -0.137 4.270
H -0.710 -3.573 1.024
H -2.981 -2.340 3.101
H 4.203 -2.681 -1.934
H -4.967 3.716 -2.008
H 2.025 -0.101 2.038
H 0.013 2.017 -2.552
H 4.419 -5.266 -4.084
H -0.001 1.798 2.389
H -1.107 5.852 2.193
H -3.559 3.562 0.046
H -2.348 1.320 -2.024
H 0.097 -1.978 0.171
H 0.848 3.206 -1.696
H 5.437 -0.312 -5.862
H 4.079 -0.205 -2.016
H -1.444 -0.734 1.030
H -4.078 5.069 0.738
H -2.641 6.465 1.624
H -1.920 3.954 -4.499
H 5.000 -4.252 -2.376
H 0.565 -5.248 2.107
H -6.117 2.726 -1.191
H 0.586 -1.982 -1.473
H 0.507 3.000 3.546
H 1.715 -6.536 1.609
H 1.314 2.341 5.591
H -2.253 -2.661 1.183
```

Properties
Frontier orbital gap (eV): 8.8
HOMO energy (eV): -8.8
ΔE to the lowest compared entry with this formula, charge and spin (kJ/mol): 142.2
Energy (hartree): -2478.27214